[1]
Molecular formula: C7H15BeN2
Method: DFT, the ωB97M-V functional and the def2-TZVPD basis

Output
gap between HOMO and LUMO: 2.69 eV
energy relative to the best compared isomer or geometry (same formula, charge and spin): 0.00 kJ/mol
E_tot: -399.8941 Ha
max |F|: 2.4 eV/Å
charge: -1
LUMO level: 2.799 eV

Last column: Löwdin charge in e.
CARTESIAN COORDINATES (ANGSTROEM)
C -0.8181 1.5002 -2.0915  -0.14
Be -0.1297 -0.4552 -1.8007  -0.78
N 0.8359 -1.4402 -2.8113  0.01
H 0.0807 0.9005 -2.4805  0.01
H 1.8194 -1.1506 -2.8554  0.00
H -1.2468 -1.1474 -1.5659  -0.03
H -1.4434 1.7565 -2.9610  0.04
H -0.4046 2.4114 -1.6360  0.04
H -1.5008 1.0587 -1.3428  0.02
H 0.8163 -2.4191 -2.4935  0.00
H 0.4779 -1.4659 -3.7750  0.03
N 1.2141 -0.4011 -0.1640  0.08
C 0.5026 -0.1209 1.0635  -0.34
C 1.0441 0.7805 1.9729  -0.08
C 0.3483 1.0251 3.1670  -0.10
C -0.8800 0.3878 3.4095  -0.11
C -1.4224 -0.4721 2.4462  -0.09
C -0.7040 -0.7621 1.2767  -0.09
H 2.0337 0.1968 -0.2936  0.04
H 1.5498 -1.3690 -0.2290  0.04
H 1.9989 1.2819 1.7752  0.10
H 0.7636 1.7030 3.9115  0.09
H -1.4297 0.6013 4.3279  0.09
H -2.4010 -0.9256 2.6047  0.10
H -1.1045 -1.4746 0.5449  0.07


[2]
Molecular formula: C4H29NO13S
Method: DFT, the ωB97M-V functional and the def2-TZVPD basis

Output
gap between HOMO and LUMO: 8.82 eV
energy relative to the best compared isomer or geometry (same formula, charge and spin): 0.00 kJ/mol
E_tot: -1600.8414 Ha
SMILES: O=CNC(=O)CCS.O.O.O.O.O.O.O.O.O.O.O
max |F|: 3.8 eV/Å
charge: 0
LUMO level: -0.058 eV

Last column: Löwdin charge in e.
CARTESIAN COORDINATES (ANGSTROEM)
O 3.0308 -0.0038 -1.6046  0.03
C 2.6086 -0.9646 -1.0009  -0.29
N 1.5273 -1.7408 -1.4211  0.15
C 0.8477 -2.6110 -0.5805  -0.41
O -0.1587 -3.1331 -1.0290  0.07
C 0.9318 -2.6272 0.9636  -0.19
C -0.2851 -2.0412 1.5786  -0.54
S -0.2530 -1.9908 3.4332  0.74
H 2.9946 -1.3789 -0.0573  0.13
H 1.1497 -1.6076 -2.3668  0.13
H 1.7854 -1.9244 1.1568  0.09
H 1.2343 -3.6339 1.3722  0.14
H -1.1881 -2.6111 1.3573  0.08
H -0.5472 -1.0181 1.1979  0.06
H -1.4181 -1.4662 3.6095  -0.19
O 1.8148 0.5832 0.7598  -0.06
H 0.8498 0.7493 0.7129  0.04
H 2.3193 1.3167 0.3477  0.10
O 1.9673 1.2631 3.3598  -0.07
H 1.6515 1.0390 2.4761  -0.01
H 1.5765 0.8297 4.1147  0.04
O 1.6738 1.4511 -3.4534  -0.11
H 2.0798 0.6448 -3.0288  0.00
H 2.5849 1.6954 -3.7444  0.06
O -0.9363 3.8065 -1.9659  -0.10
H -0.2230 4.4302 -2.0894  0.02
H -0.6655 3.1822 -1.2327  -0.01
O 0.4076 -0.5006 -4.3586  -0.09
H 0.9950 -1.1393 -4.8332  0.08
H 0.7068 0.1604 -5.0113  0.06
O 0.1993 3.2698 3.1927  -0.08
H 0.8446 2.7221 3.6748  0.00
H 0.5848 3.5547 2.3652  0.02
O -2.0550 0.1346 2.3063  -0.13
H -2.8968 0.2505 1.7815  0.00
H -1.5051 0.9254 2.4078  0.03
O -3.1422 1.2290 -1.9381  -0.10
H -2.3109 1.0289 -2.4852  0.06
H -3.3149 2.1803 -1.9803  0.04
O -1.0657 -0.2056 -1.9834  -0.07
H -0.2250 0.0226 -2.4521  0.05
H -1.2064 -1.1541 -2.0858  0.07
O -0.6299 1.7869 -0.2608  -0.09
H -1.1775 1.2146 -0.8524  0.02
H -1.2973 2.0532 0.4497  0.10
O -4.2905 0.2744 0.9048  -0.04
H -4.3072 1.1902 0.6182  0.06
H -3.7805 -0.2106 0.2133  0.08


[3]
Molecular formula: C2H2FHgO
Method: DFT, the ωB97M-V functional and the def2-TZVPD basis

Output
gap between HOMO and LUMO (alpha / beta): 6.55 / 9.28 eV
energy relative to the best compared isomer or geometry (same formula, charge and spin): 99.61 kJ/mol
E_tot: -405.7213 Ha
max |F|: 4.5 eV/Å
2S+1: 2
charge: 0
<S²>: 0.764
LUMO level (alpha / beta): -0.534 / -0.773 eV

Last column: Löwdin charge in e.
CARTESIAN COORDINATES (ANGSTROEM)
C -0.1719 0.7757 0.3349  -0.20
C -1.3809 1.2681 -0.0337  -0.14
O 0.8386 0.2236 0.0715  -0.13
H -0.8249 2.3265 0.2661  0.17
F -2.4446 0.9588 0.6970  0.01
Hg 2.1910 -1.5051 -1.2419  0.48
H 3.2509 -2.6275 -2.4986  -0.20


[4]
Molecular formula: C18H19ClN2OS2
Method: DFT, the ωB97M-V functional and the def2-TZVPD basis

Output
gap between HOMO and LUMO: 8.27 eV
E_tot: -2138.5810 Ha
SMILES: CC(C)SCCNC(=O)N1c2ccccc2Sc2ccc(Cl)cc21
max |F|: 4.7 eV/Å
charge: 0
LUMO level: 0.543 eV

Last column: Löwdin charge in e.
CARTESIAN COORDINATES (ANGSTROEM)
C -0.1356 5.3176 -2.6319  -0.16
C -1.1282 4.2522 -2.9110  -0.58
C -2.4920 4.9344 -3.3777  -0.13
S -1.5517 3.5056 -1.1643  0.87
C -0.2823 2.3099 -0.8093  -0.50
C -0.8413 1.5602 0.4712  -0.25
N -0.0150 0.3809 0.7196  0.07
C -0.3536 -0.5564 1.6593  -0.47
O -1.1916 -0.2275 2.5069  0.07
N 0.3150 -1.8225 1.6190  0.06
C -0.5608 -2.9437 1.3360  -0.15
C -1.8598 -2.9379 2.0070  0.01
C -2.8123 -3.9677 1.7433  -0.07
C -2.4020 -4.9845 0.8547  -0.09
C -1.0744 -5.0181 0.3525  -0.12
C -0.1491 -4.0245 0.5438  -0.49
S 1.5101 -4.1946 -0.0401  1.03
C 2.3882 -2.8583 0.7882  -0.42
C 3.7700 -2.9145 0.6683  -0.11
C 4.5629 -1.9906 1.3206  -0.13
C 3.9190 -0.9421 1.9117  -0.71
Cl 4.8846 0.3404 2.4010  0.73
C 2.5081 -0.8737 2.0774  -0.03
C 1.7348 -1.8082 1.4642  -0.22
H -0.3149 5.7467 -1.6842  0.06
H -0.1241 6.0041 -3.4336  0.06
H 0.7654 4.7803 -2.7379  0.06
H -0.8796 3.4659 -3.5602  0.08
H -2.9335 5.4877 -2.5259  0.07
H -3.1556 4.1250 -3.8268  0.08
H -2.2446 5.4837 -4.3220  0.08
H -0.1606 1.6060 -1.6484  0.08
H 0.7259 2.8195 -0.6322  0.10
H -1.9121 1.2083 0.3913  0.13
H -0.8442 2.2485 1.2757  0.10
H 0.4187 -0.0175 -0.0859  0.13
H -2.1196 -2.2792 2.8132  0.09
H -3.8869 -3.8283 1.9975  0.11
H -3.1426 -5.6294 0.4850  0.08
H -0.8534 -6.0081 -0.1241  0.12
H 4.2228 -3.7720 0.1313  0.12
H 5.6192 -1.9237 1.2897  0.09
H 2.0767 -0.0539 2.6873  0.14


[5]
Molecular formula: C18H66O24
Method: DFT, the ωB97M-V functional and the def2-TZVPD basis

Output
gap between HOMO and LUMO (alpha / beta): 2.72 / 9.75 eV
E_tot: -2530.9476 Ha
max |F|: 4.3 eV/Å
2S+1: 2
charge: -1
<S²>: 0.751
LUMO level (alpha / beta): 2.146 / 2.132 eV

Last column: Löwdin charge in e.
CARTESIAN COORDINATES (ANGSTROEM)
C 12.1472 -0.6286 10.8521  -0.33
C 12.3190 0.6537 10.0542  -0.22
O 11.0749 1.3881 10.0960  -0.12
O 11.9762 -0.5272 12.1744  -0.02
H 13.0116 -1.2679 10.6730  0.12
H 11.3450 -1.1929 10.3766  0.12
H 12.4133 0.3198 9.0210  0.11
H 13.2495 1.1737 10.2821  0.11
H 10.8259 1.7599 9.2467  0.05
H 11.3983 0.2010 12.4137  0.06
C 9.8048 2.5105 12.9402  -0.20
C 9.0869 3.4886 13.8392  -0.26
O 9.4007 3.4147 15.2105  -0.06
O 9.4048 1.1470 13.3166  -0.09
H 10.8907 2.5765 13.0086  0.12
H 9.5117 2.5566 11.8914  0.09
H 8.0002 3.4030 13.8362  0.13
H 9.4803 4.4705 13.5762  0.10
H 10.2665 3.7804 15.4064  0.09
H 8.6060 0.9810 12.8107  0.07
C 8.3524 8.5720 13.6848  -0.22
C 8.9198 9.0853 12.3274  -0.21
O 10.0749 9.9063 12.3234  -0.08
O 8.9467 7.3291 13.9696  -0.07
H 7.2641 8.6261 13.7100  0.11
H 8.6712 9.2143 14.5057  0.12
H 8.1560 9.7046 11.8572  0.10
H 9.2093 8.3480 11.5786  0.09
H 9.7984 10.8051 12.5164  0.09
H 8.6131 6.6773 13.3487  0.02
C 7.1544 9.6788 9.0114  -0.21
C 6.3809 8.3778 8.9831  -0.26
O 5.1114 8.6710 8.4749  -0.07
O 6.5851 10.6523 9.9245  -0.08
H 7.2963 10.0601 8.0002  0.12
H 8.1449 9.4323 9.3939  0.10
H 6.3011 7.8876 9.9534  0.12
H 6.7576 7.6720 8.2428  0.10
H 4.6163 7.8602 8.6135  0.08
H 5.7694 11.0359 9.5941  0.07
C 11.9756 4.0536 6.5853  -0.23
C 11.8912 2.7267 6.0592  -0.31
O 13.1219 1.9948 5.9082  -0.07
O 12.4056 3.9207 7.9231  -0.09
H 10.9746 4.4691 6.4689  0.13
H 12.7687 4.6916 6.1955  0.13
H 11.4288 2.7835 5.0737  0.11
H 11.1420 2.1494 6.6011  0.09
H 12.9746 1.0627 5.7318  0.08
H 13.2339 3.4380 7.9714  0.10
C 7.3592 4.9404 6.4069  -0.22
C 5.9366 4.6737 6.9063  -0.29
O 6.0264 3.6440 7.8026  -0.17
O 8.3012 5.1527 7.5421  -0.13
H 7.4535 5.7768 5.7144  0.10
H 7.7347 4.1410 5.7680  0.08
H 5.2004 4.2234 6.2404  0.11
H 5.4596 5.5100 7.4174  0.11
H 6.6008 2.9962 7.3878  0.03
H 8.5977 4.3054 7.8825  0.02
C 14.9700 7.3835 8.6126  -0.24
C 15.5596 7.0395 9.9890  -0.22
O 16.3446 5.8566 9.8608  -0.06
O 14.0292 6.4105 8.2804  -0.06
H 15.7503 7.5476 7.8695  0.13
H 14.5159 8.3735 8.5719  0.11
H 14.7867 7.0987 10.7553  0.11
H 16.2515 7.8002 10.3506  0.11
H 16.7858 5.8011 10.7116  0.08
H 14.5677 5.7363 7.8596  0.10
C 10.6425 6.6446 9.9419  -0.25
C 10.6452 5.1945 10.3040  -0.20
O 11.9923 4.8391 10.5038  -0.08
O 11.3166 6.8625 8.7469  -0.07
H 11.0194 7.2699 10.7512  0.11
H 9.5870 6.9166 9.9454  0.11
H 10.3252 4.5813 9.4616  0.11
H 10.0106 4.8821 11.1333  0.10
H 12.1875 4.3498 9.7013  0.04
H 12.2152 6.5280 8.7936  0.06
C 12.3000 8.3269 4.9414  -0.18
C 12.5251 9.2212 6.2498  -0.21
O 13.0345 10.5237 5.9590  -0.07
O 13.5541 8.1232 4.2146  -0.10
H 11.6271 8.8333 4.2494  0.11
H 11.8739 7.3900 5.3002  0.10
H 13.1498 8.7116 6.9834  0.09
H 11.5144 9.3186 6.6462  0.10
H 13.9933 10.5144 5.9125  0.07
H 13.6289 8.8698 3.6158  0.06
O 11.6202 9.7183 9.7169  -0.05
H 11.2949 9.7333 10.6170  -0.01
H 11.5063 8.8105 9.4356  -0.02
O 7.7508 3.5905 9.9802  -0.10
H 7.1952 3.8085 9.2319  -0.01
H 7.2256 2.9820 10.4999  0.04
O 7.6326 5.7710 11.8915  -0.06
H 7.8160 5.0799 11.2550  -0.01
H 6.6804 5.8672 11.8734  0.05
O 9.5014 7.7635 6.8936  -0.05
H 9.8363 7.3312 7.6792  -0.01
H 8.6880 7.3003 6.6931  -0.01
O 13.0777 7.1661 13.3444  -0.06
H 13.7076 6.5123 13.0413  -0.02
H 12.8104 7.6283 12.5499  0.01
O 13.8582 4.6523 12.4557  -0.06
H 13.3632 4.0465 13.0072  0.04
H 13.4003 4.6406 11.6152  0.00


[6]
Molecular formula: C3H2N
Method: DFT, the ωB97M-V functional and the def2-TZVPD basis

Output
gap between HOMO and LUMO (alpha / beta): 8.00 / 8.27 eV
energy relative to the best compared isomer or geometry (same formula, charge and spin): 495.11 kJ/mol
E_tot: -169.6552 Ha
max |F|: 5.8 eV/Å
charge: +1
LUMO level (alpha / beta): -9.800 / -9.597 eV

Last column: Löwdin charge in e.
CARTESIAN COORDINATES (ANGSTROEM)
C 2.2830 0.0622 0.0501  0.17
C -2.2284 0.0646 0.0712  0.18
C 1.0981 -0.0456 0.0782  0.28
N -1.0808 -0.0298 0.0971  0.21
H 3.1787 -0.2958 -0.2410  0.05
H -3.2506 0.2444 -0.0556  0.11